(1)
A cluster of 5 separate species, C16H26Br4O9 in total at a distorted geometry. Source: the OMol25 dataset; level of theory: ωB97M-V/def2-TZVPD.

Element x y z (Å)
C: 7.358 30.668 -14.289
C: 6.149 30.081 -15.020
C: 6.229 28.564 -15.262
O: 4.978 28.052 -14.817
C: 4.429 28.923 -13.954
O: 3.509 28.669 -13.247
O: 5.094 30.074 -14.027
H: 8.272 30.582 -14.882
H: 7.530 30.136 -13.355
H: 7.203 31.734 -14.123
H: 5.970 30.671 -15.915
H: 7.038 27.971 -14.823
H: 6.261 28.246 -16.311
C: 5.076 31.073 -10.779
C: 5.530 29.683 -10.364
C: 6.554 29.788 -9.221
O: 6.177 28.758 -8.346
C: 4.909 28.415 -8.590
O: 4.243 27.726 -7.894
O: 4.490 28.912 -9.786
H: 4.566 31.467 -9.904
H: 4.478 30.999 -11.687
H: 5.925 31.718 -11.016
H: 6.058 29.198 -11.190
H: 6.694 30.766 -8.749
H: 7.525 29.654 -9.711
C: 4.791 34.245 -9.623
C: 3.892 35.228 -8.950
C: 4.582 36.223 -7.994
O: 3.824 37.400 -8.116
C: 3.248 37.393 -9.382
O: 2.821 38.354 -9.914
O: 3.381 36.168 -9.889
H: 5.419 34.672 -10.407
H: 4.134 33.638 -10.262
H: 5.267 33.527 -8.961
H: 3.017 34.676 -8.587
H: 5.610 36.391 -8.333
H: 4.614 35.860 -6.967
Br: 8.753 27.453 -10.680
C: 9.523 25.944 -11.734
C: 8.901 25.910 -13.123
Br: 9.577 27.350 -14.231
H: 9.313 25.008 -11.226
H: 10.588 26.106 -11.858
H: 7.819 26.026 -13.172
H: 9.046 24.930 -13.580
Br: 0.743 32.876 -10.490
C: 0.104 31.912 -12.065
C: 1.274 31.432 -12.895
Br: 2.475 32.886 -13.467
H: -0.541 32.623 -12.565
H: -0.403 31.078 -11.590
H: 0.828 31.110 -13.840
H: 1.844 30.579 -12.539

Cartesian forces, eV/Å:
C 0.10 -0.10 -0.57
C 1.22 -1.14 1.65
C 0.04 -1.00 -1.82
O -0.14 -0.33 0.38
C 0.27 -0.63 -0.60
O -0.24 0.40 0.23
O -0.43 1.65 -0.04
H -0.08 -0.10 -0.13
H -0.07 0.08 0.08
H -0.08 -0.04 0.22
H -0.81 -0.08 0.08
H -0.07 0.75 0.58
H 0.15 0.62 -0.05
C -0.15 -0.84 -0.09
C 1.07 1.47 0.31
C 0.89 0.34 -1.43
O 0.82 0.31 0.64
C -0.73 -0.49 -0.66
O -0.08 -0.09 0.24
O 0.10 0.03 0.00
H -0.38 0.28 -0.34
H -0.36 0.29 0.28
H 0.15 -0.13 0.10
H -0.66 -0.55 -0.07
H -0.85 -0.10 0.38
H 0.13 -0.63 0.61
C -0.88 -0.75 -1.72
C 0.31 0.74 0.55
C -0.01 -1.28 0.28
O -0.52 0.36 -0.49
C 1.39 -0.16 1.35
O -0.55 0.20 -0.27
O -0.64 -0.17 -1.51
H 0.57 0.33 0.69
H -0.06 -0.12 0.25
H 0.31 0.36 0.19
H 0.20 0.31 0.65
H -0.05 0.07 -0.05
H -0.16 0.26 0.04
Br 0.51 -0.86 -0.40
C -0.73 0.60 -0.66
C -0.61 -0.24 0.13
Br 0.29 -0.24 -0.11
H -0.04 0.15 0.30
H 0.06 0.07 0.42
H 0.02 0.21 0.54
H 0.65 0.22 -0.23
Br 0.02 0.19 0.35
C 1.16 0.11 0.98
C -0.73 0.18 -1.32
Br -0.21 -0.46 0.26
H -0.10 -0.22 -0.21
H -0.31 -0.09 -0.50
H 0.16 -0.07 -0.01
H 0.17 0.32 0.50

The HOMO energy comes out at -0.3642 Eh. As for the energy above the lowest of the compared OMol25 structures with the same formula, charge and spin: 12.44 kcal/mol. Its LUMO energy is 0.16 eV. The strongest force on any atom is 2.35 eV/A. The structure (SMILES) is C[C@H]1COC(=O)O1.C[C@H]1COC(=O)O1.C[C@H]1COC(=O)O1.BrCCBr.BrCCBr.


(2)
An isolated molecule of C26H27N5O2S at a distorted geometry. Source: the OMol25 dataset; level of theory: ωB97M-V/def2-TZVPD.

Element x y z (Å)
C: 4.227 -3.399 0.124
C: 3.324 -2.298 0.549
C: 3.436 -0.960 0.327
C: 2.323 -0.326 0.952
C: 1.953 1.062 0.892
O: 1.109 1.599 1.592
C: 2.610 1.872 -0.217
S: 2.085 1.185 -1.839
C: 0.501 0.623 -1.356
N: 0.152 -0.623 -1.205
N: -1.100 -0.644 -0.743
C: -1.515 0.594 -0.609
C: -2.833 0.964 -0.135
C: -3.514 2.095 -0.584
C: -4.773 2.357 -0.075
C: -5.311 1.477 0.853
N: -4.680 0.393 1.273
C: -3.480 0.143 0.794
N: -0.529 1.456 -1.006
C: -0.500 2.863 -0.966
C: -0.794 3.525 0.221
C: -0.741 4.906 0.253
C: -0.396 5.620 -0.884
C: -0.100 4.953 -2.061
C: -0.151 3.571 -2.109
C: 1.565 -1.341 1.537
C: 0.277 -1.230 2.264
N: 2.174 -2.521 1.276
C: 1.671 -3.812 1.648
C: 1.098 -4.663 0.476
C: 0.468 -3.836 -0.662
C: -1.037 -4.116 -0.553
C: -1.159 -4.844 0.788
O: 0.077 -5.504 0.978
H: 5.136 -2.975 -0.294
H: 3.754 -4.017 -0.638
H: 4.494 -4.037 0.965
H: 4.230 -0.479 -0.207
H: 3.695 1.796 -0.202
H: 2.301 2.917 -0.157
H: -3.077 2.746 -1.327
H: -5.329 3.223 -0.400
H: -6.292 1.641 1.278
H: -2.990 -0.750 1.156
H: -1.032 2.957 1.106
H: -0.963 5.425 1.173
H: -0.354 6.698 -0.851
H: 0.172 5.506 -2.946
H: 0.079 3.040 -3.021
H: 0.016 -0.180 2.360
H: -0.515 -1.742 1.716
H: 0.349 -1.657 3.265
H: 0.869 -3.673 2.373
H: 2.466 -4.384 2.137
H: 1.882 -5.330 0.105
H: 0.858 -4.157 -1.626
H: 0.670 -2.772 -0.564
H: -1.616 -3.195 -0.580
H: -1.369 -4.766 -1.362
H: -1.939 -5.605 0.807
H: -1.343 -4.131 1.605

Cartesian forces, eV/Å:
C -0.16 -0.03 0.05
C 0.43 0.20 -0.26
C -0.13 -0.14 0.13
C -0.05 -0.74 0.53
C 0.12 0.30 0.06
O 0.06 0.05 0.00
C -0.24 0.17 -0.24
S 0.06 -0.07 0.01
C 0.41 0.35 -0.41
N 0.86 0.01 -0.37
N -1.09 -0.03 0.28
C 0.34 0.04 -0.18
C -0.60 0.20 0.19
C -0.04 -0.19 0.07
C 0.03 -0.06 0.01
C -0.09 0.28 -0.15
N -0.32 -0.30 0.36
C 0.45 0.10 -0.25
N -0.29 -0.91 0.03
C 0.05 0.75 0.05
C 0.11 -0.11 -0.11
C -0.07 0.02 0.01
C 0.01 0.06 0.01
C 0.03 0.04 -0.03
C -0.14 -0.12 0.08
C 0.03 0.68 -0.04
C -0.07 -0.04 0.02
N 0.13 0.33 0.10
C -0.26 -0.65 0.00
C 0.26 0.25 -0.16
C 0.04 -0.06 0.15
C -0.03 -0.20 0.15
C -0.28 0.20 -0.12
O 0.14 -0.32 0.13
H 0.05 -0.02 -0.02
H 0.04 -0.13 -0.08
H 0.10 -0.10 0.01
H 0.20 0.02 -0.16
H 0.08 -0.01 0.03
H 0.05 -0.12 0.13
H 0.01 0.03 -0.01
H -0.07 0.06 -0.01
H -0.09 0.10 -0.01
H 0.13 -0.08 0.00
H 0.01 -0.05 0.05
H -0.02 0.05 0.08
H 0.01 0.09 0.00
H 0.02 0.05 -0.07
H -0.02 -0.03 -0.03
H -0.01 -0.05 0.00
H -0.11 -0.07 0.02
H -0.05 -0.04 0.07
H 0.09 0.00 -0.03
H -0.11 0.09 0.04
H -0.06 0.10 0.04
H 0.04 0.05 -0.03
H 0.08 -0.06 -0.07
H -0.05 0.01 -0.03
H -0.04 -0.01 -0.01
H 0.00 0.07 0.05
H -0.01 -0.03 -0.03

The HOMO energy comes out at -0.2917 Eh. As for the energy above the lowest of the compared OMol25 structures with the same formula, charge and spin: 0.00 kcal/mol. Its LUMO energy is 0.33 eV. The strongest force on any atom is 1.13 eV/A. The structure (SMILES) is Cc1cc(C(=O)CSc2nnc(-c3cccnc3)n2-c2ccccc2)c(C)n1C[C@@H]1CCCO1.


(3)
A structure of composition C16H15AgN4O3S. Source: the OMol25 dataset; level of theory: ωB97M-V/def2-TZVPD.

Element x y z (Å)
Ag: -1.230 0.547 -1.146
N: 1.273 -1.675 -1.542
C: 0.066 -2.346 -1.459
C: 0.096 -3.740 -1.632
C: -1.074 -4.454 -1.608
C: -2.276 -3.780 -1.397
C: -2.224 -2.418 -1.240
N: -1.088 -1.697 -1.281
C: 1.777 -0.564 -0.839
C: 3.162 -0.457 -0.718
C: 3.685 0.628 -0.046
C: 2.829 1.571 0.512
C: 1.477 1.374 0.340
N: 0.947 0.338 -0.340
H: 2.018 -2.285 -1.838
H: 1.047 -4.238 -1.768
H: -1.058 -5.528 -1.737
H: -3.223 -4.298 -1.361
H: -3.130 -1.848 -1.082
H: 3.806 -1.215 -1.145
H: 4.757 0.742 0.046
H: 3.171 2.458 1.037
H: 0.767 2.085 0.742
N: -2.228 2.543 -1.208
C: -1.158 3.422 -0.770
C: -1.156 3.917 0.527
C: -0.041 4.600 0.990
C: 1.061 4.781 0.164
C: 1.021 4.343 -1.149
C: -0.089 3.655 -1.621
S: 2.584 5.442 0.862
O: 3.480 5.537 -0.275
O: 2.193 6.693 1.474
O: 2.944 4.395 1.818
H: -3.032 2.627 -0.596
H: -2.536 2.783 -2.143
H: -2.006 3.745 1.179
H: 0.001 4.973 2.006
H: 1.887 4.514 -1.775
H: -0.108 3.260 -2.632

Cartesian forces, eV/Å:
Ag -0.12 0.03 0.09
N 0.04 -0.07 -0.07
C -0.06 0.03 0.01
C 0.01 -0.03 -0.01
C -0.02 0.02 0.01
C 0.01 0.01 0.00
C -0.03 -0.01 0.00
N 0.10 -0.04 -0.04
C 0.00 0.00 0.01
C 0.01 -0.03 -0.01
C -0.02 0.04 0.01
C 0.00 -0.03 -0.01
C -0.02 -0.01 -0.02
N 0.05 0.09 0.07
H 0.00 0.00 0.00
H 0.00 0.00 0.00
H 0.00 0.00 0.00
H 0.00 0.00 0.00
H 0.00 0.00 0.01
H 0.00 0.00 0.00
H 0.00 0.00 0.00
H 0.01 -0.01 0.00
H 0.01 0.00 0.01
N 0.04 0.00 -0.08
C 0.02 -0.02 -0.01
C 0.00 0.00 -0.02
C 0.03 0.01 -0.04
C 0.03 0.04 0.07
C -0.03 -0.03 -0.04
C -0.05 -0.02 0.04
S -0.04 -0.01 -0.01
O 0.00 0.00 0.00
O 0.01 -0.01 0.00
O 0.00 0.01 0.01
H 0.00 -0.01 0.01
H 0.00 0.01 0.00
H 0.00 0.00 0.00
H -0.01 -0.01 0.00
H 0.00 0.00 0.00
H 0.01 0.02 0.00

The HOMO energy comes out at -0.2882 Eh. Its LUMO energy is -0.43 eV. The strongest force on any atom is 0.15 eV/A.


Question: The lowest strongest force on any atom belongs to which entry?
Answer: C16H15AgN4O3S


Question: The highest strongest force on any atom belongs to which entry?
Answer: C16H26Br4O9


Question: What is the strongest force on any atom in the third record?
Answer: 0.15 eV/A